(1)
# C4H8NO2S

A molecular structure, C4H8NO2S at a distorted geometry (ωB97M-V/def2-TZVPD, the OMol25 dataset).

Output
E_LUMO = 3.71 eV
gap between HOMO and LUMO = 7.30 eV

Structure (ORCA input):
```
! RIJCOSX wB97M-V def2-TZVPD def2/J DEFGRID3
* xyz -1 1
C 1.99926 0.29418 0.49545
C -1.61040 -0.28280 0.82890
C -0.65807 0.64936 -1.35163
C -0.44262 0.42830 0.19947
N 0.94105 -0.55846 0.76041
O 2.08320 1.42048 0.88596
O 1.02081 -1.76360 0.14197
S 3.20361 -0.38091 -0.53097
H -1.71269 -1.32505 0.42220
H -1.50372 -0.42680 1.92355
H -2.63286 0.16663 0.83851
H -1.06798 -0.25327 -1.84789
H 0.13250 1.11984 -1.82510
H -1.56428 1.25814 -1.40711
H -0.10910 1.29941 0.80633
H 1.92128 -1.64545 -0.34005
*
```

---

(2)
# C4H11N2O

A gas-phase ion, C4H11N2O (charge +1) at a distorted geometry (ωB97M-V/def2-TZVPD, the OMol25 dataset).

Output
E_LUMO = -3.33 eV
SMILES = [NH3+]CCNCC=O
gap between HOMO and LUMO = 10.14 eV

Structure (ORCA input):
```
! RIJCOSX wB97M-V def2-TZVPD def2/J DEFGRID3
* xyz 1 1
N 1.41758 -1.47686 0.29159
C -0.11717 -1.56060 0.55569
C -0.66140 -0.20115 1.18147
N -0.11301 0.99908 0.53068
C -0.66547 1.75106 -0.57702
C -0.18648 0.98800 -1.83320
O 0.80017 0.29485 -1.78994
H 1.29115 -0.82857 -0.55819
H 1.97461 -2.44586 0.11906
H 1.83987 -0.86491 0.96703
H -0.64879 -1.87156 -0.35472
H -0.26815 -2.47385 1.21444
H -0.64547 -0.11488 2.28245
H -1.77231 -0.26830 0.84001
H 0.08130 1.74900 1.26764
H -1.75862 1.90990 -0.67209
H -0.22282 2.85321 -0.76204
H -0.34497 1.56146 -2.70286
*
```

---

(3)
# C5H10CeMgO3

A molecular structure, C5H10CeMgO3 at a distorted geometry (ωB97M-V/def2-TZVPD, the OMol25 dataset).

Output
expectation value of S² = 1.228
E_LUMO (spin up / spin down) = -4.05 / -4.03 eV
gap between HOMO and LUMO (spin up / spin down) = 5.25 / 5.35 eV

Structure (ORCA input):
```
! RIJCOSX wB97M-V def2-TZVPD def2/J DEFGRID3
* xyz 1 2
O -0.08073 -1.45642 -0.91179
C -0.85681 -0.51473 -1.59117
C -1.88832 0.17641 -0.70982
O -1.23570 0.46060 0.52887
C -1.37853 1.72712 1.13726
Mg -0.05493 -1.10813 1.06936
H -1.37366 -0.94185 -2.46778
H -0.16117 0.27139 -1.94028
H -2.75487 -0.46955 -0.50393
H -2.27458 1.09642 -1.17051
H -1.12389 1.56580 2.19150
H -0.66490 2.43219 0.68728
H -2.40064 2.08437 0.94502
C 2.00069 -1.86156 0.93752
C 2.18627 -0.87426 -0.10591
O 2.23597 0.33533 0.36961
Ce 2.82067 2.59453 0.18157
H 2.47361 -1.63674 1.90285
H 1.95877 -2.89865 0.58334
H 2.57276 -0.98226 -1.13299
*
```

---

(4)
# C8H19NO

2 unconnected molecules or ions with the total composition C8H19NO at a distorted geometry (ωB97M-V/def2-TZVPD, the OMol25 dataset).

Output
E_LUMO = 0.72 eV
SMILES = CCN(C)C(C)=O.CCC
gap between HOMO and LUMO = 9.83 eV

Structure (ORCA input):
```
! RIJCOSX wB97M-V def2-TZVPD def2/J DEFGRID3
* xyz 0 1
C 2.00241 -2.84098 -0.22574
C 1.40169 -3.98217 0.78893
C 2.81694 -1.95175 0.68421
H 2.57495 -3.48779 -0.93881
H 1.22155 -2.26252 -0.68730
H 2.18148 -4.19673 1.48351
H 3.77910 -1.58614 0.24620
H 2.17697 -1.03830 0.78185
H 2.98572 -2.30892 1.70318
H 0.65739 -3.46037 1.39206
H 0.95283 -4.85020 0.31348
C -1.73671 2.20266 -1.07483
C -2.13291 1.53074 -2.39145
C -0.67256 -0.04168 -0.21534
C -1.22983 3.35059 1.44754
C -0.80896 1.88100 1.17856
O -0.16118 1.33129 2.05493
N -1.22815 1.36026 -0.01125
H -1.00739 3.02431 -1.12586
H -2.70474 2.63095 -0.71158
H -2.66360 0.58221 -2.36704
H -1.23457 1.25927 -2.96181
H 0.21645 -0.03449 0.38174
H -0.52471 3.62278 2.26818
H -2.48214 2.33013 -3.05176
H -1.37031 -0.86271 -0.17031
H -0.32127 0.27741 -1.24504
H -0.51595 3.77462 0.70694
H -2.17252 3.74652 1.74680
*
```

---

(5)
# C7H15Cl3N2O2

3 unconnected molecules or ions with the total composition C7H15Cl3N2O2 at a distorted geometry (ωB97M-V/def2-TZVPD, the OMol25 dataset).

Output
expectation value of S² = 0.753
E_LUMO (spin up / spin down) = 2.72 / 2.71 eV
gap between HOMO and LUMO (spin up / spin down) = 2.60 / 8.61 eV

Structure (ORCA input):
```
! RIJCOSX wB97M-V def2-TZVPD def2/J DEFGRID3
* xyz -1 2
C 3.88049 -1.19588 -2.24944
O 3.37008 -1.92896 -3.10357
N 3.37159 0.03513 -2.00912
C 4.01076 0.79486 -0.99994
C 2.29866 0.74560 -2.68143
H 4.69877 -1.50518 -1.58089
H 4.66817 0.25696 -0.31686
H 3.21361 1.20222 -0.37808
H 4.58966 1.65506 -1.33617
H 2.69651 1.63610 -3.16808
H 1.73076 0.10928 -3.36016
H 1.64618 1.19236 -1.93125
C -3.64048 -0.22696 2.76961
O -3.09846 0.82979 3.05442
N -3.66787 -0.55983 1.41725
C -3.19719 0.31333 0.37115
C -4.32361 -1.70070 1.00611
H -4.12844 -0.95867 3.43195
H -2.37551 1.00417 0.56009
H -3.93652 1.04246 0.03969
H -2.90493 -0.32480 -0.46281
H -4.06745 -2.57755 1.60077
H -5.39948 -1.54555 0.92529
H -3.93175 -2.07839 0.06170
C 0.75868 0.70230 1.69798
Cl 1.52963 1.29207 3.14358
Cl 1.68425 -0.69978 1.19256
Cl 0.80844 2.03246 0.40793
H -0.28466 0.45811 1.89777
*
```

---

(6)
# C2H9NO4

A molecular structure, C2H9NO4 at a distorted geometry (ωB97M-V/def2-TZVPD, the OMol25 dataset).

Output
expectation value of S² = 0.755
E_LUMO (spin up / spin down) = -4.46 / -10.08 eV
gap between HOMO and LUMO (spin up / spin down) = 10.30 / 4.68 eV

Structure (ORCA input):
```
! RIJCOSX wB97M-V def2-TZVPD def2/J DEFGRID3
* xyz 1 2
H -0.70403 0.91022 0.90489
O -1.92738 0.69524 1.31784
N 0.10037 1.54846 0.23666
H -2.73326 0.89897 0.80709
H 0.71283 2.10148 0.80230
H -0.45173 2.00151 -0.46143
C 0.85882 0.58470 -0.71913
H 1.36012 1.30721 -1.44863
H 1.70451 0.08569 -0.23188
C -0.05635 -0.41798 -1.41080
O 0.27328 -0.87344 -2.47187
O -1.19872 -0.81162 -0.89560
H -1.53055 -0.22653 -0.06126
O 1.43438 -2.74723 1.52466
H 0.65538 -2.19670 1.58547
H 1.50233 -2.85998 0.52169
*
```

---

It is found that the molar mass values, taken in the order of the records, are 134.18, 103.14, 282.55, 145.25, 265.57, 111.10 g mol⁻¹.
It is found that the calculated total energy values, taken in the order of the records, are -760.60868, -343.44171, -1097.06951, -446.11838, -1916.23182, -436.89945 Ha.